# 1
Density functional theory data (ωB97M-V/def2-TZVPD) for 2 unconnected molecules or ions with the total composition C7H14N4O in a non-equilibrium geometry.

SMILES = NCC[C@@H]1CO1.C1=NCC=NN1
Kohn-Sham gap = 9.660 eV

```
26
Properties=species:S:1:pos:R:3:lowdin_charge:R:1
C -1.493 -0.667 -1.742 -0.29
C -0.123 -0.838 -2.381 -0.17
C 0.378 0.435 -3.018 -0.32
C 1.724 0.663 -3.518 -0.13
C 1.323 0.560 3.255 -0.21
C 0.237 1.074 2.338 -0.13
C -0.136 -1.173 3.716 -0.22
H -0.718 0.252 -0.084 0.04
H -2.280 0.636 -0.358 0.06
H -2.244 -0.451 -2.505 0.11
H -1.824 -1.612 -1.273 0.10
H 0.631 -1.122 -1.645 0.12
H -0.139 -1.637 -3.151 0.12
H -0.409 1.055 -3.469 0.14
H 1.865 1.410 -4.313 0.11
H 2.494 -0.124 -3.410 0.12
H 1.561 1.311 4.014 0.11
H 2.251 0.389 2.689 0.11
H 0.388 2.019 1.834 0.11
H -2.013 -0.943 2.949 0.11
H -0.434 -2.097 4.226 0.12
N -1.391 0.475 -0.818 0.01
N -0.910 0.539 2.190 0.02
N -1.054 -0.720 2.774 -0.02
N 0.997 -0.657 3.963 0.03
O 1.321 1.224 -2.263 -0.07
```

***

# 2
Density functional theory data (ωB97M-V/def2-TZVPD) for 2 unconnected molecules or ions with the total composition C7H14N4O in a non-equilibrium geometry.

Total charge = +2
Kohn-Sham gap = 8.538 eV

```
26
Properties=species:S:1:pos:R:3:lowdin_charge:R:1
C 14.372 -0.567 0.268 -0.21
C -12.311 -0.873 -0.451 -0.34
C -13.466 -0.614 0.738 0.02
C -13.734 0.932 -0.949 -0.12
C 12.661 1.490 -0.081 0.17
C 13.585 -1.661 0.966 -0.11
C 13.714 0.489 -0.574 -0.11
N 12.244 0.662 -0.966 0.22
N -12.751 0.070 -1.362 0.10
N -13.999 0.636 0.483 -0.14
N -14.637 1.314 1.312 0.34
O -11.457 -1.715 -0.495 0.17
H -14.150 -1.437 0.577 0.17
H -13.063 -0.696 1.715 0.14
H -13.579 2.030 -1.185 0.18
H -14.759 0.701 -1.373 0.18
H 14.261 -1.904 1.745 0.05
H 15.188 -1.067 -0.281 0.13
H 12.243 2.137 0.649 0.15
H 13.373 -2.693 0.421 0.13
H 12.699 -1.334 1.565 0.09
H 14.777 0.006 1.160 0.15
H 14.397 1.141 -1.119 0.15
H -12.078 0.395 -2.040 0.18
H 11.437 0.397 -1.540 0.19
H -14.968 2.160 0.817 0.14
```

***

# 3
Density functional theory data (ωB97M-V/def2-TZVPD) for a gas-phase ion, C7H14N4O2P (charge +1) in a non-equilibrium geometry.

Total charge = +1
SMILES = CP(C)Nc1nc[nH][n+]1CCC(=O)O
Kohn-Sham gap = 7.693 eV

```
28
Properties=species:S:1:pos:R:3:lowdin_charge:R:1
C -2.734 -0.486 1.745 -0.32
P -0.952 0.187 1.644 0.86
C -0.631 1.642 2.838 -0.30
N 0.291 -1.074 1.714 -0.16
C 1.297 -1.342 0.833 -0.22
N 2.330 -2.457 0.924 0.09
C 3.228 -2.302 -0.294 0.06
N 2.703 -1.099 -1.057 0.04
N 1.589 -0.566 -0.409 -0.08
C 1.033 0.642 -1.093 -0.16
C -0.241 0.206 -2.085 -0.09
C -1.103 1.542 -2.590 -0.24
O -0.934 2.768 -2.026 -0.03
O -2.041 1.326 -3.734 0.01
H -2.857 -1.579 1.280 0.07
H -3.211 -0.480 2.815 0.05
H -3.439 0.202 1.071 0.07
H 0.306 1.429 3.547 0.07
H -0.364 2.610 2.192 0.06
H -1.543 1.950 3.511 0.06
H 0.250 -1.713 2.566 0.15
H 4.154 -2.927 -0.663 0.16
H 3.048 -0.636 -1.939 0.18
H 0.655 1.505 -0.360 0.12
H 1.854 1.180 -1.775 0.16
H 0.214 -0.307 -3.058 0.13
H -0.948 -0.587 -1.545 0.13
H -1.955 0.367 -4.051 0.13
```

***

# 4
Density functional theory data (ωB97M-V/def2-TZVPD) for 2 unconnected molecules or ions with the total composition C7H14N5 in a non-equilibrium geometry.

Total charge = +1
Kohn-Sham gap = 9.191 eV

```
26
Properties=species:S:1:pos:R:3:lowdin_charge:R:1
C 1.161 -0.162 1.317 -0.19
C -2.332 -0.095 0.495 -0.36
C -0.690 0.421 -0.906 -0.05
C 3.241 -0.326 -0.078 -0.11
C -1.407 -1.927 -1.086 0.02
C -0.616 2.894 -0.310 0.06
C 2.185 0.400 0.713 -0.17
N 0.160 -0.624 1.822 0.17
N -2.037 1.202 0.608 0.15
N -1.460 -0.608 -0.462 -0.05
N -3.397 -0.679 1.094 0.21
N -1.011 1.492 -0.224 -0.15
H 0.139 0.402 -1.685 0.20
H 4.174 -0.609 0.461 0.08
H 2.919 -1.431 -0.304 0.10
H 3.318 0.153 -1.102 0.09
H -1.964 -2.784 -0.562 0.13
H -1.847 -1.683 -2.140 0.14
H -0.386 -2.143 -1.103 0.06
H -1.429 3.448 -0.362 0.05
H -0.195 2.970 0.724 0.12
H 0.179 2.953 -1.081 0.12
H 2.038 1.356 0.373 0.06
H -3.751 -0.004 1.756 0.13
H -3.404 -1.653 1.021 0.09
H 0.107 -0.544 2.832 0.10
```

***

# 5
Density functional theory data (ωB97M-V/def2-TZVPD) for a gas-phase ion, C7H14N5 (charge +1) in a non-equilibrium geometry.

Total charge = +1
Kohn-Sham gap (alpha / beta) = 7.625 / 7.566 eV

```
26
Properties=species:S:1:pos:R:3:lowdin_charge:R:1
C -0.240 1.668 -0.391 0.04
C 0.305 0.643 0.404 -0.17
C -0.653 1.188 -1.602 -0.18
C -1.498 -0.819 -0.533 -0.24
C -1.182 1.805 -2.848 0.01
C 2.036 0.254 3.535 -0.12
C 0.870 -1.735 -0.233 0.03
N -0.602 -0.301 -1.530 0.12
N 0.993 0.713 1.524 0.03
N 1.428 -0.206 2.305 -0.06
N -1.816 -2.082 -0.942 0.14
N -0.072 -0.638 -0.243 -0.08
H -0.216 2.705 -0.164 0.13
H -2.147 -0.314 0.047 0.15
H -2.227 1.753 -2.904 0.08
H -0.907 1.123 -3.620 0.09
H -0.934 2.768 -3.030 0.06
H 2.980 0.912 3.398 0.11
H 1.243 0.632 4.205 0.08
H 2.427 -0.714 3.945 0.09
H 0.431 -2.709 -0.230 0.09
H 1.632 -1.724 -1.070 0.14
H 1.466 -1.751 0.624 0.06
H 0.904 1.634 1.860 0.16
H -2.726 -2.425 -0.679 0.12
H -1.495 -2.379 -1.830 0.11
```

***

# 6
Density functional theory data (ωB97M-V/def2-TZVPD) for 2 unconnected molecules or ions with the total composition C7H14NO3 in a non-equilibrium geometry.

Total charge = -1
Kohn-Sham gap = 7.644 eV

```
25
Properties=species:S:1:pos:R:3:lowdin_charge:R:1
C -2.361 0.078 0.624 -0.23
C -2.618 0.032 -0.895 -0.12
C -0.492 -1.463 1.213 -0.11
C -0.382 2.106 0.305 -0.03
C -0.186 0.921 1.288 -0.48
O 0.124 1.245 2.405 0.08
N -0.835 -0.190 0.602 -0.16
H -2.870 0.879 1.173 0.09
H -2.864 -0.828 1.307 0.15
H -2.773 -1.047 -1.206 0.08
H -1.696 0.209 -1.530 0.08
H -0.710 -2.395 0.742 0.07
H -0.039 1.804 -0.748 0.10
H -3.348 0.802 -1.162 0.05
H 0.667 -1.384 1.159 0.10
H -0.785 -1.408 2.259 0.07
H -1.433 2.391 0.328 0.06
H 0.351 2.915 0.549 0.08
C 3.751 -0.575 -1.567 -0.06
C 2.393 -0.680 -0.796 -0.78
O 1.516 -1.255 -1.467 -0.09
O 2.402 -0.299 0.406 -0.09
H 3.801 -0.135 -2.566 0.05
H 4.026 -1.633 -1.619 0.05
H 4.360 -0.088 -0.803 0.04
```

***

# 7
Density functional theory data (ωB97M-V/def2-TZVPD) for 2 unconnected molecules or ions with the total composition C7H14NP in a non-equilibrium geometry.

Kohn-Sham gap (alpha / beta) = 6.671 / 6.685 eV

```
23
Properties=species:S:1:pos:R:3:lowdin_charge:R:1
C -2.322 -3.975 1.164 -0.01
C -2.310 -2.956 0.325 -0.19
C -1.469 -1.869 0.407 -0.07
C -1.271 1.813 -0.137 -0.10
C 0.254 0.568 -1.810 -0.16
C 3.548 1.853 0.653 -0.07
C 0.132 1.247 -0.509 -0.62
N -0.681 -1.002 0.585 -0.28
P 0.576 -0.062 0.756 0.89
H -3.109 -4.800 1.027 0.09
H -1.572 -4.109 1.848 0.03
H -3.154 -2.947 -0.422 0.13
H 2.644 1.213 0.561 -0.09
H -1.150 2.365 0.785 0.07
H -1.566 2.412 -0.941 0.05
H -1.886 1.007 0.008 0.02
H -0.059 1.275 -2.554 0.08
H -0.420 -0.242 -1.942 0.06
H 1.229 0.209 -1.870 0.05
H 3.730 2.696 0.039 0.00
H 4.467 1.182 0.613 0.04
H 3.495 2.170 1.762 0.05
H 0.895 1.951 -0.347 0.05
```

***

# 8
Density functional theory data (ωB97M-V/def2-TZVPD) for 2 unconnected molecules or ions with the total composition C7H14O in a non-equilibrium geometry.

SMILES = C=CC(C)=O.CCC
Kohn-Sham gap = 10.127 eV

```
22
Properties=species:S:1:pos:R:3:lowdin_charge:R:1
C 1.582 -0.008 -0.089 -0.33
C 2.560 1.091 0.305 -0.13
C 1.499 -1.098 0.972 -0.12
H 1.894 -0.452 -1.038 0.10
H 0.569 0.434 -0.319 0.08
H 2.462 -1.594 1.086 0.07
H 2.637 1.852 -0.471 0.07
H 3.554 0.672 0.461 0.07
H 2.255 1.562 1.238 0.07
H 0.760 -1.844 0.692 0.06
H 1.207 -0.677 1.933 0.07
C -2.240 -0.014 0.978 -0.02
C -1.775 -0.950 -0.110 -0.47
C -1.570 -0.338 -1.482 -0.11
C -1.665 0.950 -1.784 0.03
O -1.908 -2.152 -0.018 0.07
H -1.357 -1.077 -2.244 0.11
H -1.482 0.746 1.151 0.08
H -3.168 0.474 0.689 0.09
H -2.406 -0.579 1.892 0.09
H -1.944 1.697 -1.059 0.06
H -1.463 1.304 -2.783 0.06
```

***

# 9
Density functional theory data (ωB97M-V/def2-TZVPD) for 2 unconnected molecules or ions with the total composition C7H14O.

SMILES = C=C(C)O.C=CCC
Kohn-Sham gap = 9.615 eV

```
22
Properties=species:S:1:pos:R:3:lowdin_charge:R:1
C 1.329 -3.107 1.442 0.04
C 0.934 -1.889 1.079 -0.47
O 0.021 -1.248 1.874 0.02
C 1.458 -1.105 -0.080 -0.04
H 2.080 -3.593 0.838 0.05
H 0.860 -3.684 2.224 0.06
H -0.366 -0.493 1.431 0.07
H 2.283 -1.638 -0.548 0.08
H 0.661 -1.079 -0.830 0.07
H 1.765 -0.087 0.147 0.08
C -0.556 0.957 -2.513 -0.11
C -1.125 2.154 -1.744 -0.27
C -1.412 1.823 -0.297 -0.20
C -0.721 2.372 0.693 -0.01
H -1.147 0.054 -2.370 0.07
H -0.514 1.195 -3.577 0.07
H 0.471 0.805 -2.184 0.06
H -2.022 2.556 -2.223 0.10
H -0.400 2.969 -1.780 0.10
H -2.145 1.035 -0.156 0.10
H -0.926 2.155 1.735 0.05
H 0.077 3.082 0.517 0.06
```

***

# 10
Density functional theory data (ωB97M-V/def2-TZVPD) for 2 unconnected molecules or ions with the total composition C7H14O in a non-equilibrium geometry.

SMILES = C=CCC(=C)CC.O
Kohn-Sham gap = 9.771 eV

```
22
Properties=species:S:1:pos:R:3:lowdin_charge:R:1
C 2.121 -0.798 1.429 -0.06
C 1.081 -1.142 0.231 -0.23
C 0.286 -0.075 -0.451 -0.30
C 1.022 0.539 -1.456 0.03
C -1.184 0.128 -0.211 -0.18
C -1.723 0.889 1.000 -0.18
C -1.557 0.618 2.300 -0.02
H 1.442 -0.323 2.250 0.09
H 2.617 -1.693 1.749 0.05
H 2.848 -0.107 1.032 0.05
H 0.353 -1.837 0.590 0.08
H 1.598 -1.780 -0.512 0.11
H 0.793 1.056 -2.324 0.01
H 2.187 0.608 -1.512 0.10
H -1.698 -0.839 -0.061 0.12
H -1.613 0.700 -1.191 0.13
H -2.193 1.859 0.727 0.10
H -1.830 1.244 3.132 0.04
H -0.937 -0.250 2.733 0.08
H -1.683 1.112 -3.252 0.03
H -0.513 -0.119 -3.004 0.03
O -1.416 0.208 -3.199 -0.08
```

***

# 11
Density functional theory data (ωB97M-V/def2-TZVPD) for 2 unconnected molecules or ions with the total composition C7H14O in a non-equilibrium geometry.

SMILES = C=C(C)/C(C)=C/C.O
Kohn-Sham gap = 9.332 eV

```
22
Properties=species:S:1:pos:R:3:lowdin_charge:R:1
C 1.207 1.161 2.039 -0.09
C 0.261 1.019 0.887 -0.32
C -0.473 2.090 0.577 0.06
C -1.175 -0.654 -0.210 -0.14
C -0.046 -0.378 0.446 -0.26
C 1.164 -1.298 0.402 -0.05
C -1.458 -1.865 -1.049 -0.08
H 1.101 0.538 2.924 0.08
H 2.230 0.861 1.767 0.07
H 1.358 2.166 2.433 0.08
H -1.151 2.130 -0.265 0.05
H -0.269 3.065 1.005 0.07
H -1.896 0.135 -0.361 0.10
H 2.105 -0.771 0.291 0.08
H 1.217 -2.024 1.211 0.09
H 1.084 -1.839 -0.527 0.06
H -1.254 -1.559 -2.075 0.07
H -0.867 -2.738 -0.796 0.07
H -2.474 -2.243 -1.019 0.07
H -0.102 0.346 -1.881 0.00
H -0.307 0.743 -3.343 0.04
O -0.255 1.114 -2.456 -0.05
```

***

# 12
Density functional theory data (ωB97M-V/def2-TZVPD) for 2 unconnected molecules or ions with the total composition C7H14O2 in a non-equilibrium geometry.

SMILES = CCC(C)(C)O.C=C=O
Kohn-Sham gap = 10.142 eV

```
23
Properties=species:S:1:pos:R:3:lowdin_charge:R:1
C 0.153 1.041 0.737 -0.20
C -2.394 -1.799 -0.129 0.01
C 0.181 2.507 0.295 -0.09
C -1.840 -1.540 1.032 -0.31
O -1.703 -1.179 2.138 0.16
H -0.847 0.819 1.107 0.09
H 0.846 0.888 1.564 0.12
H -3.458 -1.669 -0.249 0.08
H -1.863 -2.335 -0.894 0.08
H -1.334 -0.170 -0.974 0.07
H 1.198 2.850 0.116 0.07
H -0.257 3.133 1.071 0.07
H -0.399 2.638 -0.618 0.08
C 1.830 0.397 -1.064 -0.04
C 0.708 -1.496 0.252 -0.02
C 0.501 0.074 -0.399 -0.58
O -0.468 0.050 -1.389 -0.04
H 2.089 -0.383 -1.776 0.09
H 1.748 1.331 -1.614 0.08
H 0.159 -2.146 0.928 0.05
H 0.905 -2.087 -0.639 0.07
H 1.627 -1.412 0.830 0.07
H 2.619 0.488 -0.323 0.09
```